Record 1
Below is a cluster of 8 separate species, C42H83F2N11O6S2 in total at a distorted geometry, with properties calculated with wB97M-V/def2-TZVPD.

As for the orbital gap (alpha / beta): 3.21 / 5.45 eV.

The geometry in ORCA input format:
```
! wB97M-V def2-TZVPD RIJCOSX def2/J DEFGRID3
* xyz 3 2
C -6.78150 -5.07733 4.60884
C -6.02229 -6.04512 3.60397
N -6.18719 -7.41624 3.97802
C -5.95614 -7.98314 5.18931
C -6.17101 -9.35539 5.06746
N -6.68695 -9.64392 3.77407
C -6.67655 -8.39901 3.14209
C -7.04427 -10.94693 3.16990
H -6.25511 -5.09171 5.56320
H -7.85367 -5.26330 4.54589
H -6.61386 -4.04268 4.30967
H -4.95935 -5.96091 3.83017
H -6.31490 -5.88163 2.56679
H -5.52985 -7.28718 5.89664
H -6.06656 -10.21889 5.70767
H -6.91581 -8.20123 2.10766
H -7.43260 -11.59222 3.95787
H -6.16736 -11.55262 2.94128
H -7.66561 -10.81919 2.28349
C -5.62799 -2.99316 9.16291
C -6.57918 -2.17845 8.19825
N -5.82325 -1.56242 7.14891
C -5.12236 -2.27557 6.17928
C -4.54057 -1.30107 5.38793
N -4.91537 -0.00795 5.83622
C -5.61243 -0.18065 7.02178
C -4.46587 1.27969 5.32222
H -6.25123 -3.45500 9.92867
H -4.93777 -2.36280 9.72356
H -5.02773 -3.67474 8.56022
H -7.08409 -1.38003 8.74201
H -7.27663 -2.90881 7.78805
H -5.05952 -3.35249 6.12737
H -4.00923 -1.35281 4.44910
H -5.96207 0.63933 7.63153
H -5.29267 1.76350 4.80219
H -3.70700 0.94927 4.61296
H -4.01462 1.84608 6.13688
C -8.24931 2.22793 4.27792
C -9.56544 1.59806 3.85228
N -9.40167 0.15722 3.80858
C -9.51633 -0.79982 4.77794
C -9.26518 -2.05440 4.19143
N -8.98885 -1.88277 2.85757
C -8.93656 -0.54590 2.63511
C -8.74344 -2.93603 1.92452
H -7.99309 2.05902 5.32383
H -8.45805 3.29129 4.16043
H -7.43141 1.91885 3.62707
H -9.80373 1.92674 2.84071
H -10.41491 1.98989 4.41171
H -9.80200 -0.52586 5.78279
H -9.22283 -3.05724 4.59008
H -8.72927 -0.06533 1.69039
H -8.03666 -3.62974 2.37986
H -8.21692 -2.54320 1.05472
H -9.69900 -3.35567 1.61005
C -5.18789 -4.89585 -1.96091
C -5.92129 -4.06723 -2.97034
N -6.40311 -2.74567 -2.48290
C -7.45221 -2.57212 -1.62458
C -7.72625 -1.22096 -1.51750
N -6.82886 -0.56799 -2.40759
C -6.04076 -1.51962 -2.98955
C -6.52397 0.87124 -2.63221
H -4.40705 -4.32658 -1.45660
H -4.62411 -5.66157 -2.49375
H -5.84755 -5.26284 -1.17462
H -6.80892 -4.60205 -3.30826
H -5.29309 -3.89427 -3.84416
H -7.91562 -3.45595 -1.21165
H -8.35346 -0.70685 -0.80426
H -5.23149 -1.28381 -3.66474
H -5.76908 1.09627 -3.38561
H -6.08689 1.20750 -1.69200
H -7.51272 1.23886 -2.90664
C -1.90606 3.94249 2.54644
C -1.77771 2.54225 1.98296
C -0.26754 2.05632 1.89487
N -0.03157 0.51585 1.80007
C -0.33853 -0.16306 3.09554
C 1.47647 0.25786 1.46694
C 1.61123 -0.58345 0.18212
C 0.20485 -0.96011 -0.16079
C -0.77334 -0.06338 0.53981
H -2.90895 4.06489 2.95551
H -1.83411 4.67078 1.73866
H -1.10006 4.06819 3.26939
H -2.26782 2.50010 1.01028
H -2.30039 1.79462 2.57958
H 0.31274 2.33610 2.77413
H 0.17000 2.55551 1.03031
H 0.14834 0.40418 3.88882
H -0.01711 -1.16930 2.82672
H -1.41297 0.00882 3.15988
H 2.01145 -0.11820 2.33900
H 1.94884 1.21026 1.22631
H 2.31096 -1.41584 0.25698
H 1.99197 0.10178 -0.57524
H 0.02959 -1.94269 0.27729
H 0.02206 -0.92553 -1.23480
H -1.77591 -0.45344 0.71534
H -0.87684 0.75468 -0.17306
C -3.65643 3.18619 -2.17298
C -3.41546 3.83252 -3.57588
C -1.90026 3.83365 -3.82145
N -1.45609 4.05764 -5.29409
C -1.69469 2.69547 -6.06396
C -2.19181 5.13413 -6.01655
C -1.66110 6.45290 -5.52686
C -0.25030 6.19152 -5.05516
C -0.04459 4.69374 -5.35559
H -4.65737 3.44021 -1.82413
H -2.99736 3.78289 -1.54236
H -3.46451 2.12680 -2.00276
H -3.69409 4.88413 -3.50817
H -4.08216 3.39047 -4.31630
H -1.54425 2.82742 -3.60043
H -1.39495 4.63021 -3.27533
H -1.24229 1.87204 -5.51134
H -1.25665 2.59945 -7.05745
H -2.73220 2.36246 -6.09176
H -1.97807 5.05947 -7.08278
H -3.24982 4.96725 -5.81442
H -1.76624 7.21339 -6.30062
H -2.27251 6.93187 -4.76209
H 0.36199 6.86746 -5.65208
H -0.07454 6.31303 -3.98631
H 0.29875 4.42748 -6.35525
H 0.61354 4.21811 -4.62844
N -4.02391 -0.38946 2.26092
S -4.24064 -1.98742 1.69085
O -3.83864 -2.39965 0.35024
O -5.39389 -2.64733 2.28465
F -3.02515 -2.55354 2.63543
S -4.75276 0.18474 1.10608
O -6.15822 -0.13769 0.87744
O -3.94562 0.51944 -0.08464
F -4.92534 1.63098 1.77025
C -2.22965 -5.52029 5.02137
C -2.78819 -5.83108 6.40018
O -1.98019 -6.34972 7.22160
O -3.93281 -5.41258 6.73459
H -2.93878 -4.87240 4.50613
H -2.18786 -6.32191 4.28396
H -1.25588 -5.03338 4.96867
*
```

These are the Mulliken partial charges, in e, on atoms 1 to 4:
1 C -0.709
2 C -0.240
3 N 0.335
4 C -0.075

Record 2
Below is a cluster of 2 separate species, C4H11NO2 in total at a distorted geometry, with properties calculated with wB97M-V/def2-TZVPD.

As for the orbital gap: 10.71 eV. The SMILES is CCNC(C)=O.O.

The geometry in ORCA input format:
```
! wB97M-V def2-TZVPD RIJCOSX def2/J DEFGRID3
* xyz 0 1
C -1.07360 0.64385 2.11766
C -0.97187 1.27138 0.73003
N 0.34982 1.12959 0.13232
C 0.59669 0.25188 -0.91374
C -0.22348 0.36651 -2.15348
O 1.50910 -0.55185 -0.83490
H -1.94048 0.00131 2.24784
H -1.02618 1.35073 2.93585
H -0.23596 -0.04547 2.29801
H -1.77157 0.86778 0.10391
H -1.22842 2.31965 0.76788
H 1.07374 0.93799 0.81338
H -0.98531 1.13630 -2.15328
H 0.44976 0.60636 -2.97287
H -0.61789 -0.60978 -2.40483
O 0.26728 -2.71417 0.60536
H 0.34201 -1.78758 0.34493
H 1.09802 -3.16511 0.44467
*
```

These are the Mulliken partial charges, in e, on atoms 1 to 4:
1 C -1.133
2 C -0.337
3 N -0.204
4 C 0.375